1.
Formula: C16H20B2NO32S4
Source: the Open Molecules 2025 dataset
Level of theory: ωB97M-V/def2-TZVPD

The geometry in XYZ format:
```
75
Properties=species:S:1:pos:R:3:forces:R:3
S -1.168967 2.262952 3.697040 -0.2 -0.8 1.3
S 0.630891 -3.806829 1.346473 -0.3 -0.5 -0.2
S 3.445899 -0.466531 3.277792 -0.9 -1.6 1.9
S -3.254380 0.333849 -0.292996 0.4 1.5 -0.5
O 3.708442 -4.051755 -4.521776 0.5 0.0 0.2
O 1.308910 1.550532 -1.432542 -0.5 -0.1 0.4
O 1.742408 -2.982381 -5.224949 0.3 0.4 0.6
O -0.320443 3.259244 4.274181 -0.9 0.2 -0.6
O -0.487028 -4.604657 2.249003 1.2 0.2 0.1
O -2.456169 6.304091 -3.824307 0.0 -0.3 0.4
O -3.953403 -0.908521 -0.411689 0.3 1.0 -0.1
O 3.474791 -1.658141 -4.075119 0.0 -0.1 -0.1
O 1.538452 -4.079962 -7.178540 -0.1 0.2 -0.2
O 2.583508 -1.476312 4.254393 -0.8 1.2 -1.2
O -2.252116 2.838901 2.651266 0.8 -0.1 -0.5
O -3.087098 1.072154 -1.756518 -0.5 -1.5 1.3
O 4.437378 -0.210046 4.536457 1.3 1.8 -1.7
O -2.333805 1.865283 4.774289 1.5 0.1 -0.8
O 0.519970 3.277836 -2.600600 -0.2 0.3 0.5
O 2.295246 -3.205371 -2.793829 -0.7 -0.2 -0.4
O 3.752003 -0.129484 -2.438651 0.3 -0.2 -0.1
O -0.462047 0.062254 -3.339672 0.3 -0.3 0.5
O -4.222608 1.514882 0.310725 0.6 -1.4 1.0
O 1.052708 -4.629230 0.254590 -0.8 0.5 0.9
O 4.060888 -5.244147 -6.431348 0.4 -0.4 0.4
O -0.528681 1.064034 3.258456 -0.9 0.6 -0.4
O 1.603005 -3.203751 2.196886 -0.7 -0.2 -0.2
O -1.615815 4.297119 -3.193056 0.0 0.3 0.0
O 2.117326 -2.041199 -0.914378 0.0 0.4 0.3
O -2.023035 0.349135 0.464754 -1.2 0.1 -0.9
O -0.431951 -2.698956 0.920542 0.3 0.4 0.0
O 2.723526 0.732531 2.966440 0.6 -0.8 0.7
O 0.123805 4.244214 -4.775802 0.4 -0.7 0.2
O 3.971078 -1.262654 2.221422 0.4 0.6 0.5
O -0.887626 2.120288 -4.079414 0.2 0.8 0.7
O -0.352938 6.218283 -5.786431 0.3 -0.7 0.5
N 0.889183 -0.154653 0.799458 0.1 0.6 1.7
C -3.449953 3.351503 3.282514 1.4 0.0 1.2
C 2.125793 -3.822262 -6.170211 -0.2 -0.6 -0.2
C 3.442260 -4.506059 -5.725193 -0.6 0.8 -0.6
C -0.508559 5.365760 -4.947478 -0.8 1.3 -0.5
C -3.280639 2.480141 -1.585751 0.9 0.6 0.8
C 0.584331 2.012200 -2.275742 0.7 0.1 -0.3
C -1.770754 -4.444729 1.712897 -1.7 -0.1 -1.0
C -4.382352 2.614493 -0.554688 -0.6 -0.3 -1.8
C 4.778132 -1.431371 5.122411 -0.8 -1.5 0.7
C 3.369870 -1.189126 -2.849914 -0.4 1.2 0.0
C -1.713927 -3.333593 0.622037 2.0 -0.7 0.3
C -0.308992 1.241735 -3.262688 -0.6 -0.4 -0.8
C -1.646214 5.425913 -3.901758 -0.3 0.3 -0.4
C 2.519231 -2.164780 -2.044824 -0.2 -0.7 0.4
C -3.249478 2.945157 4.761176 -1.2 -0.7 0.4
C 3.384373 -2.098616 5.239719 0.6 -1.0 -0.6
B -0.481720 3.490171 -3.651153 0.3 -0.5 -0.9
B 2.773664 -2.954472 -4.168884 0.4 -0.6 -0.1
H -4.147221 2.460240 5.151845 -0.1 0.7 0.2
H -4.330110 2.902935 2.836728 0.1 0.0 -0.3
H -2.468859 -2.564281 0.682733 -0.1 -0.1 -0.2
H 1.300001 -1.050155 0.505587 0.3 0.4 -0.4
H -2.125447 -5.380580 1.272538 0.3 0.0 -0.1
H -0.035305 -0.306555 1.202215 -0.3 0.1 -0.8
H -5.321174 2.454108 -1.096295 -0.2 0.3 0.3
H 1.376371 0.262161 1.606175 0.4 -0.4 -0.2
H -2.876655 3.752236 5.393408 -0.2 0.0 -0.1
H -3.416618 4.436974 3.244033 -0.3 0.0 -0.5
H 5.229637 -1.314245 6.104224 0.0 0.6 -0.1
H -3.519988 2.977827 -2.517458 0.1 -0.4 -0.2
H -2.532530 -4.206421 2.457714 0.6 0.2 0.5
H 0.950755 0.581566 0.083850 -0.3 -0.4 -0.7
H 2.925660 -2.016915 6.223004 -0.1 0.3 -0.1
H 5.447849 -2.070666 4.544980 0.0 0.4 -0.4
H -2.337513 2.867898 -1.195372 -0.1 0.3 -0.1
H 3.452594 -3.147785 4.943183 0.0 0.0 0.3
H -4.388868 3.586279 -0.069127 0.2 -0.2 0.4
H -1.508930 -3.759724 -0.358969 -0.9 0.0 -0.2
```
Positions in Å, forces in eV/Å.

The molecular weight is 888.20 u. Its orbital gap is 8.1 eV. The value obtained for the HOMO energy is -0.253 Ha. The relative energy (zero: lowest compared OMol25 entry of this formula, charge and spin) is 20.4 kcal per mole. Its charge is -1. The LUMO energy comes out at 1.3 eV.

Electronic structure analysis, Mulliken charges in units of e: 0.963, 0.951, 1.143, 0.894, -0.550, -0.953, -0.438, -0.614, -0.365, -0.629, -0.656, -0.540, -0.615, -0.164, -0.126, -0.284, -0.355, -0.367, -0.672, -0.547, -0.618, -0.606, -0.347, -0.511, -0.602, -0.344, -0.383, -0.321, -0.545, -0.264, -0.124, -0.689, -0.538, -0.475, -0.606, -0.611, 0.847, -0.263, 0.582, 0.555, 0.530, -0.343, 0.648, -0.386, -0.362, -0.340, 0.396, -0.216, 0.685, 0.511, 0.473, -0.405, -0.334, 1.248, 1.174, 0.286, 0.267, 0.074, 0.255, 0.267, 0.429, 0.320, 0.249, 0.296, 0.276, 0.324, 0.496, 0.324, 0.055, 0.284, 0.280, 0.207, 0.212, 0.302, 0.300



2.
Formula: C16H20CoF12N2O14
Source: the Open Molecules 2025 dataset
Level of theory: ωB97M-V/def2-TZVPD

The geometry in XYZ format:
```
65
Properties=species:S:1:pos:R:3:forces:R:3
Co 20.324038 11.267730 -15.516810 -0.5 1.6 0.3
F 24.702411 11.394934 -16.828145 -1.0 -0.7 0.2
F 22.279780 10.101980 -11.595979 0.6 0.7 -0.8
F 20.582449 15.410529 -16.888608 0.2 -0.8 -0.4
F 22.599867 14.781375 -16.502533 -0.1 -0.8 -0.3
F 20.788898 9.730246 -10.195964 -0.9 -0.2 1.7
F 19.077505 9.648781 -20.464202 0.0 0.0 0.3
F 25.776375 11.278782 -15.014699 0.3 -0.4 0.3
F 22.050027 15.541257 -18.431513 0.5 0.2 -0.9
F 24.253938 9.763545 -15.330293 -0.1 1.4 -0.7
F 20.836461 8.614588 -12.014121 -0.7 -0.6 -0.6
F 18.788361 8.057411 -18.988763 -0.2 0.6 -0.5
F 17.129162 8.715351 -20.267217 0.8 0.2 0.4
O 24.138165 12.986705 -14.026201 0.6 -3.6 -3.6
O 20.223023 11.002897 -13.317503 -0.1 0.1 0.0
O 20.736835 7.549613 -16.747411 0.4 3.7 1.3
O 16.547243 10.558812 -18.473686 2.3 -1.9 -1.6
O 21.234175 13.239445 -19.306120 0.9 2.3 2.8
O 19.778369 13.450911 -15.032645 4.0 1.1 0.6
O 21.482230 9.641429 -16.447143 1.8 0.8 -1.1
O 18.285158 12.107994 -15.293814 -1.0 -4.3 -0.7
O 19.201810 11.311028 -11.322827 1.3 -1.7 0.3
O 18.700604 10.556954 -17.659605 -2.0 -1.7 -2.4
O 19.774509 9.114994 -15.610196 -3.5 0.7 2.4
O 22.368151 11.859567 -15.026077 2.2 0.4 0.7
O 17.729112 14.142043 -15.036125 0.7 -0.1 0.1
O 20.930014 12.428655 -17.166957 1.1 2.5 -2.6
N 18.585585 13.281293 -15.111607 -2.6 1.6 0.0
N 20.681392 8.703124 -16.294096 1.0 -4.5 -2.3
C 21.647502 14.795734 -17.444749 -0.8 0.7 0.7
C 17.845995 10.123509 -18.470406 -0.3 3.4 2.9
C 23.363571 13.923870 -13.303399 -1.3 0.6 -1.1
C 16.014500 11.380795 -17.442926 -1.6 0.6 1.4
C 23.587559 12.009923 -14.831303 -2.5 2.1 1.6
C 14.452514 11.524744 -17.633312 1.0 -0.9 -0.1
C 20.985693 9.807959 -11.474197 2.0 -1.1 1.2
C 20.106104 10.808871 -12.117426 -1.9 1.3 -1.8
C 24.574982 11.062709 -15.534200 1.7 0.3 0.7
C 22.130404 11.068405 -20.013469 1.0 0.7 -0.2
C 20.948831 12.034165 -19.956848 -1.2 -3.3 0.1
C 18.164018 12.144952 -11.741941 -1.9 2.6 -0.5
C 23.034137 13.269251 -12.049321 -0.2 -0.8 2.1
C 18.216479 9.122371 -19.595190 -1.0 -0.8 0.2
C 18.666081 13.590679 -11.702249 0.8 -0.2 -0.6
C 21.256065 13.361684 -17.953606 -1.4 -3.5 -0.2
H 22.584817 10.837669 -19.049940 -0.2 0.3 0.2
H 22.373863 13.846973 -11.402502 0.2 0.2 0.0
H 22.552497 12.299169 -12.172027 0.0 0.1 -0.4
H 17.907974 14.373769 -11.690003 -0.1 -0.4 0.1
H 22.470063 14.151227 -13.884808 0.1 0.3 -0.1
H 20.562568 12.177169 -20.966041 0.4 0.9 0.1
H 24.009121 14.792886 -13.176161 -0.2 0.0 -0.2
H 16.483689 12.364282 -17.416424 0.2 -0.1 -0.3
H 19.363890 13.725001 -10.875743 -0.3 0.0 0.3
H 13.935558 12.085761 -16.854770 0.7 0.7 -0.1
H 17.304108 12.049453 -11.078964 0.5 -0.5 0.5
H 16.222109 10.892829 -16.490612 0.1 0.1 0.0
H 22.885285 11.563107 -20.624641 0.3 -0.1 0.1
H 13.950553 10.565506 -17.506837 0.3 -0.3 -0.5
H 14.241865 11.914484 -18.629223 -0.1 0.1 0.2
H 23.984253 13.059327 -11.558086 -0.2 0.0 0.5
H 21.980648 10.098309 -20.487374 -0.7 0.2 -0.1
H 17.732293 11.950716 -12.723764 0.6 -0.6 -0.2
H 20.115788 11.539528 -19.457377 0.1 0.2 0.4
H 19.265648 13.719788 -12.603330 0.1 0.3 0.0
```
Positions in Å, forces in eV/Å.

The molecular weight is 751.25 u. As for the spin multiplicity: 5. Its orbital gap (alpha / beta) is 9.8 / 5.5 eV. The value obtained for the HOMO energy (alpha / beta) is -0.494 / -0.491 Ha. Its charge is +1. The LUMO energy (alpha / beta) comes out at -3.6 / -7.9 eV.

Electronic structure analysis, Mulliken charges in units of e: 2.282, -0.235, -0.237, -0.231, -0.239, -0.252, -0.215, -0.253, -0.239, -0.217, -0.232, -0.234, -0.228, -0.327, -0.995, -0.512, -0.283, -0.331, -0.502, -0.536, -0.569, -0.326, -0.633, -0.475, 0.011, -0.676, 0.137, 0.921, 1.206, 0.667, 0.275, -0.068, 0.152, 0.354, -1.384, 0.897, 0.379, 0.758, -1.057, 0.542, -0.047, -0.729, 0.851, -0.796, 0.192, 0.130, 0.401, -0.104, 0.375, 0.032, 0.435, 0.329, 0.212, 0.335, 0.398, 0.378, 0.166, 0.347, 0.357, 0.333, 0.342, 0.400, 0.096, -0.501, -0.028



3.
Formula: C16H20INO6PS2
Source: the Open Molecules 2025 dataset
Level of theory: ωB97M-V/def2-TZVPD

The geometry in XYZ format:
```
47
Properties=species:S:1:pos:R:3:forces:R:3
I 2.934560 -0.098437 2.326958 0.2 0.2 -0.3
S 3.731514 3.800501 -2.022244 0.6 0.1 0.0
S 0.674424 3.742144 -1.626485 0.3 0.0 -0.4
P 1.441753 1.772847 1.835264 0.1 0.8 0.2
O 1.472762 -4.419135 3.484636 0.0 0.1 0.0
O -2.972847 3.220324 1.629225 0.0 0.9 -0.2
O -0.101772 -4.308627 5.061430 0.1 0.0 -0.1
O 0.029934 1.344099 2.520161 0.3 -0.2 0.0
O 0.582003 -6.321060 4.307200 0.0 0.0 0.0
O -2.153678 1.317546 0.795689 -0.3 -1.1 -0.6
N 2.294885 2.138741 -0.587147 0.9 0.4 -0.2
C -1.569490 -1.096051 -3.755074 0.3 0.4 -0.1
C -0.782646 0.056406 -3.873203 -0.1 -0.5 0.6
C 1.047663 0.069833 -0.496715 -0.7 0.2 -0.2
C 1.103174 -3.045450 3.576129 0.1 0.1 0.0
C 1.058908 1.561441 -0.027293 0.7 -1.0 0.0
C -0.878687 3.289966 0.507636 -0.1 0.0 -0.2
C 0.643739 -5.140913 4.288882 0.0 0.0 0.0
C 2.264585 3.171932 -1.377624 -1.1 -0.4 -0.1
C 0.056625 0.430025 -2.831860 0.2 0.2 0.0
C -0.628648 -1.456240 -1.542145 0.0 0.4 -0.4
C 0.410299 -2.983763 4.923572 0.0 0.1 0.0
C -0.085503 2.469489 -0.526688 0.0 1.0 0.7
C -1.462751 -1.836994 -2.583266 0.0 -0.1 0.0
C -2.489684 -1.499503 -4.876714 0.2 0.4 0.5
C 0.142436 -0.292797 -1.647652 -0.5 -0.6 0.0
C -2.052223 2.482806 0.986470 0.1 0.3 0.4
H 0.787660 -0.540088 0.360636 -0.2 -0.2 0.1
H 1.982742 -2.405453 3.509383 -0.1 -0.4 0.1
H 0.650260 1.327933 -2.948950 0.1 0.1 -0.1
H 1.106286 -2.787083 5.741545 0.0 0.0 0.0
H 3.198061 1.706584 -0.419179 -0.1 -0.3 0.2
H 0.428442 -2.805136 2.749564 0.0 0.0 0.0
H 2.058377 -0.227548 -0.765385 0.3 0.1 0.1
H -3.854591 3.034831 1.281419 -0.1 -0.4 0.4
H -0.835005 1.921629 -1.081263 0.2 -0.3 -0.4
H -0.286659 3.687397 1.326101 0.1 0.0 0.1
H -1.305999 4.157421 0.009620 0.0 0.2 0.0
H 3.310846 4.034893 -3.275450 -0.3 0.1 0.1
H -3.451694 -1.798695 -4.473924 -0.1 -0.3 -0.1
H -0.582738 -2.068189 -0.654975 0.0 0.0 0.2
H 0.071450 1.659700 3.433935 -0.3 -0.1 0.1
H -2.662800 -0.634199 -5.506222 0.0 0.0 -0.3
H -2.047229 -2.740133 -2.485710 -0.1 -0.1 0.1
H -0.835515 0.659212 -4.765591 0.0 0.1 -0.1
H -0.398952 -2.258633 4.960426 -0.1 -0.1 0.0
H -2.044276 -2.293574 -5.465120 -0.1 -0.2 -0.1
```
Positions in Å, forces in eV/Å.

The molecular weight is 544.35 u. Its orbital gap is 7.4 eV. The value obtained for the HOMO energy is -0.430 Ha. Its charge is +1. The LUMO energy comes out at -4.3 eV.

Electronic structure analysis, Mulliken charges in units of e: 0.002, -0.156, -0.113, -0.074, -0.358, -0.478, -0.337, -0.334, -0.487, -0.449, -0.175, 0.776, -1.019, -1.001, 0.438, 0.856, -1.131, 0.640, 0.273, -0.176, -0.726, -0.386, -0.299, -0.826, -1.409, 0.533, 0.539, 0.381, -0.269, 0.347, 0.287, 0.381, 0.090, 0.505, 0.390, 0.506, 0.544, 0.551, 0.224, 0.386, 0.470, 0.336, 0.362, 0.419, 0.379, 0.293, 0.297



4.
Formula: C16H20N2O5
Source: the Open Molecules 2025 dataset
Level of theory: ωB97M-V/def2-TZVPD

The geometry in XYZ format:
```
43
Properties=species:S:1:pos:R:3:forces:R:3
O -0.888778 3.484975 3.356685 -1.6 -1.9 -2.0
O -1.580316 -1.564765 -1.894978 -0.7 -0.1 0.1
O -4.449128 0.000502 1.525758 2.0 1.4 -0.5
O 3.059066 -1.028522 -2.228869 0.3 -0.2 0.7
O 3.139739 0.220397 0.330767 -1.4 -0.2 -0.8
N -3.623774 1.179291 3.263595 1.9 0.0 -3.3
N -1.377370 1.973781 1.598700 0.2 3.0 0.1
C -0.441521 -1.071172 -1.317880 -0.5 -1.3 0.3
C 1.910948 -0.118724 -0.228812 -0.1 -2.4 -0.6
C 0.704123 -1.400903 -2.000247 1.3 2.0 0.8
C -1.809470 -0.195438 0.530573 1.8 0.2 -0.8
C -0.475849 -0.431735 -0.075691 -1.0 0.3 -0.8
C -1.540616 2.528676 2.878095 1.9 0.1 1.3
C -2.190500 0.869065 1.233036 -0.2 -0.2 0.9
C 1.889116 -0.894062 -1.446877 1.7 0.6 0.1
C 0.741481 -1.989551 -3.350172 -0.8 -0.4 -0.9
C -2.427759 1.720313 3.854698 -1.5 1.8 0.1
C 3.499367 1.526693 -0.082982 -0.1 0.6 -0.7
C -3.495197 0.700698 1.920435 -4.2 -1.6 2.7
C 0.708750 0.011935 0.459225 1.2 0.6 0.2
C -1.926376 -2.883723 -1.514909 0.9 -1.7 0.7
C -0.741127 2.922184 0.530964 0.0 -2.5 0.6
C 4.144892 -1.925182 -1.742984 -1.7 0.5 0.7
H -0.222640 -2.081613 -3.856101 -0.3 0.2 0.6
H 1.283697 -1.310875 -4.024848 0.6 -0.9 0.3
H -2.815146 2.468774 4.563044 0.8 -0.2 0.1
H 0.316735 3.075253 0.750199 -0.2 -0.2 0.1
H 3.702574 -2.937691 -1.742827 0.5 0.3 0.2
H -2.554939 -3.292654 -2.284883 -0.4 0.0 -0.3
H -1.083441 -3.683666 -1.364556 -0.8 1.9 -0.5
H -0.872904 2.407125 -0.422236 0.2 0.0 0.1
H -2.466651 -2.909474 -0.563708 -0.1 0.2 0.0
H -2.483963 -0.972715 0.284616 -1.1 -0.2 0.2
H 0.691624 0.474180 1.432134 0.2 0.2 0.2
H 1.051953 -3.032134 -3.239313 0.8 0.2 -0.6
H 5.022506 -1.885961 -2.398153 -0.6 0.3 -0.1
H -1.949079 0.930682 4.393074 1.1 -0.2 0.3
H 3.091738 1.814161 -1.105962 0.4 -0.5 1.3
H 4.416550 -1.595332 -0.723276 0.0 -0.4 -0.5
H -4.500487 1.286881 3.737111 -0.3 -0.3 -0.4
H 4.574499 1.493990 -0.151395 0.4 0.4 0.0
H -1.194586 3.878075 0.433406 -0.8 0.7 0.5
H 3.162258 2.238264 0.685540 0.2 0.1 -0.4
```
Positions in Å, forces in eV/Å.

The molecular weight is 320.34 u. Its structure (SMILES) is COc1cc(/C=C2/C(=O)NCC(=O)N2C)c(OC)c(C)c1OC. Its orbital gap is 8.5 eV. The value obtained for the HOMO energy is -0.310 Ha. The relative energy (zero: lowest compared OMol25 entry of this formula, charge and spin) is 104.8 kcal per mole. The LUMO energy comes out at 0.1 eV.

Electronic structure analysis, Mulliken charges in units of e: -0.662, -0.592, -0.678, -0.532, -0.518, -0.143, 0.229, 0.894, 0.100, 0.576, -1.004, 0.059, 0.493, -0.261, 0.726, -1.654, -0.572, -0.867, 0.200, -0.183, -0.764, -0.874, -0.715, 0.427, 0.336, 0.388, 0.260, 0.270, 0.344, 0.230, 0.343, 0.322, 0.545, 0.763, 0.312, 0.243, 0.181, 0.303, 0.266, 0.258, 0.298, 0.370, 0.284



Q: Which of these has the lowest molecular weight?
A: C16H20N2O5



Q: Among the records above, which one has the highest molecular weight?
A: C16H20B2NO32S4



Q: Which of these has the lowest molecular weight?
A: C16H20N2O5